(1)
{
  "formula": "C23H14F6N3O",
  "method": "ωB97M-V/def2-TZVPD",
  "smiles": "N#[N+][C@@]1(C(c2ccc(C(F)(F)F)cc2)c2ccc(C(F)(F)F)cc2)Nc2ccccc2C1=O",
  "max_force_ha_per_bohr": 0.121,
  "total_energy_ev": -46892.129,
  "orbital_gap_ha": 0.2505,
  "total_charge": 1,
  "species": ["F", "C", "F", "F", "C", "C", "C", "C", "C", "C", "C", "C", "C", "C", "F", "F", "F", "C", "C", "C", "C", "H", "H", "H", "H", "H", "H", "H", "H", "H", "O", "C", "C", "C", "C", "C", "C", "C", "N", "C", "N", "N", "H", "H", "H", "H", "H"],
  "coordinates": [[3.78, -3.04, -4.47], [3.47, -1.71, -4.59], [4.45, -1.17, -5.36], [2.29, -1.60, -5.30], [3.37, -1.03, -3.25], [3.94, 0.21, -3.05], [4.01, 0.71, -1.76], [3.50, 0.00, -0.65], [3.78, 0.60, 0.68], [3.12, 0.18, 1.93], [2.67, -1.11, 2.26], [1.80, -1.29, 3.34], [1.63, -0.28, 4.27], [0.87, -0.54, 5.55], [1.32, 0.24, 6.57], [-0.47, -0.27, 5.40], [1.01, -1.83, 5.97], [2.18, 0.98, 4.04], [2.91, 1.18, 2.89], [2.64, -1.08, -0.96], [2.73, -1.70, -2.22], [4.36, 0.74, -3.91], [4.50, 1.68, -1.63], [3.82, 1.72, 0.50], [3.08, -1.98, 1.72], [1.24, -2.20, 3.51], [2.00, 1.76, 4.78], [3.35, 2.18, 2.75], [1.95, -1.49, -0.22], [2.30, -2.67, -2.42], [5.80, 2.87, 0.28], [5.83, 2.20, 1.33], [6.39, 2.54, 2.64], [6.41, 1.36, 3.40], [6.97, 1.28, 4.68], [7.64, 2.41, 5.19], [7.63, 3.61, 4.44], [6.98, 3.69, 3.19], [5.87, 0.34, 2.68], [5.41, 0.73, 1.38], [6.34, 0.01, 0.38], [6.56, -0.80, -0.39], [6.84, 0.40, 5.30], [8.14, 2.39, 6.15], [8.14, 4.48, 4.86], [6.95, 4.66, 2.68], [5.82, -0.59, 3.10]],
  "lowdin_charge": [0.1245, -0.5050, 0.1263, 0.1280, -0.1151, 0.0072, -0.0206, -0.1786, -0.0544, -0.2129, -0.0116, 0.0172, -0.1135, -0.4971, 0.1225, 0.1247, 0.1215, 0.0224, -0.0072, 0.0190, 0.0221, 0.1375, 0.1214, 0.1521, 0.1312, 0.1377, 0.1347, 0.1326, 0.1141, 0.1346, 0.1142, -0.2709, -0.0895, -0.2102, 0.0133, -0.0272, -0.0503, 0.0315, 0.1145, -0.1856, 0.1793, 0.3934, 0.1191, 0.1221, 0.1174, 0.1327, 0.1808]
}

(2)
{
  "formula": "C23H15BF9FeN6SSe3",
  "method": "ωB97M-V/def2-TZVPD",
  "max_force_ha_per_bohr": 0.031,
  "total_energy_ev": -299438.246,
  "orbital_gap_ha": 0.2177,
  "total_charge": -1,
  "species": ["Fe", "N", "C", "S", "N", "N", "C", "C", "C", "C", "C", "C", "N", "H", "H", "H", "H", "H", "H", "H", "Se", "Se", "C", "C", "C", "C", "C", "N", "C", "C", "C", "C", "C", "N", "H", "H", "H", "H", "H", "H", "H", "H", "F", "C", "C", "F", "C", "F", "C", "Se", "C", "F", "C", "F", "F", "B", "F", "F", "F"],
  "coordinates": [[0.53, 0.20, -1.21], [1.13, -3.94, -2.72], [0.57, -2.81, -2.17], [1.26, -2.14, -0.75], [-0.50, -2.35, -2.77], [-0.88, -1.19, -2.15], [-2.12, -0.93, -2.08], [-2.49, 0.26, -1.32], [-3.78, 0.75, -1.30], [-4.04, 1.91, -0.59], [-3.00, 2.53, 0.08], [-1.74, 1.97, 0.01], [-1.49, 0.85, -0.66], [1.74, -4.47, -2.12], [0.57, -4.44, -3.38], [-2.87, -1.60, -2.50], [-4.56, 0.23, -1.83], [-5.04, 2.32, -0.55], [-3.16, 3.44, 0.64], [-0.91, 2.41, 0.53], [4.27, -0.78, -1.89], [4.01, 1.34, -1.09], [2.97, 1.01, 0.49], [3.58, 1.30, 1.71], [2.86, 1.11, 2.88], [1.57, 0.63, 2.80], [1.03, 0.37, 1.55], [1.71, 0.56, 0.41], [2.87, -0.70, -3.20], [3.07, -1.37, -4.40], [2.12, -1.23, -5.39], [1.04, -0.39, -5.18], [0.93, 0.23, -3.96], [1.80, 0.05, -2.96], [4.59, 1.66, 1.72], [3.32, 1.32, 3.84], [0.97, 0.45, 3.68], [0.01, 0.00, 1.48], [3.96, -1.96, -4.54], [2.25, -1.74, -6.34], [0.30, -0.22, -5.95], [0.11, 0.92, -3.75], [-1.75, -1.11, 8.16], [-1.88, -1.07, 6.82], [-2.37, 0.06, 6.19], [-2.71, 1.13, 6.94], [-2.49, 0.08, 4.82], [-2.97, 1.22, 4.29], [-2.15, -0.99, 3.99], [-2.33, -0.93, 2.11], [-1.67, -2.11, 4.67], [-1.31, -3.21, 4.00], [-1.54, -2.16, 6.05], [-1.07, -3.27, 6.65], [0.43, 2.14, -1.75], [1.17, 3.40, -1.97], [2.01, 3.59, -0.87], [0.20, 4.40, -2.04], [1.87, 3.27, -3.16]],
  "lowdin_charge": [0.4434, 0.0633, -0.8658, 0.6807, 0.0003, -0.1072, -0.0598, -0.2717, -0.0181, -0.0535, -0.0364, -0.1187, 0.0491, 0.0704, 0.0853, 0.1293, 0.1125, 0.1078, 0.1108, 0.1267, 0.6530, 0.7528, -0.6073, -0.1041, -0.0523, -0.0253, -0.1298, -0.0485, -0.6765, -0.1116, -0.0610, -0.0466, -0.1206, -0.0286, 0.0927, 0.1093, 0.1128, 0.0011, 0.0979, 0.1074, 0.1072, 0.1186, 0.0904, -0.1612, -0.1607, 0.0907, -0.2782, 0.0489, -0.5918, 0.5663, -0.2768, 0.0562, -0.1592, 0.0923, -0.0086, -1.2432, 0.0907, 0.1328, 0.1228]
}

In order of appearance, HOMO level = -12.31 -3.98 eV.